ORCA calculation (the ωB97M-V functional and the def2-TZVPD basis) on an isolated molecule of C15H19F3N4O2 in a non-equilibrium geometry.

```
43
C15H19F3N4O2 the ωB97M-V functional and the def2-TZVPD basis
C 3.2523 2.0641 1.7446
C 2.2954 1.4941 0.6648
C 2.9104 0.2295 0.0297
N 2.2074 2.4325 -0.4846
C 0.8693 2.6222 -1.0757
C -0.1507 2.9149 0.0290
N -0.2393 1.7970 0.9664
C -1.5675 1.5843 1.6028
C -2.2242 0.3153 1.0909
O -3.1319 0.3843 0.3403
N -1.6748 -0.9376 1.3491
C -2.1137 -2.1709 0.6218
C -1.7114 -2.2043 -0.8171
C -0.4069 -1.8783 -1.2340
C -0.1028 -1.8584 -2.5823
C -1.1661 -2.0780 -3.4746
C -2.4408 -2.3446 -3.0183
N -2.7048 -2.3784 -1.7050
C -1.6263 -3.4593 1.3547
F -2.1053 -4.5878 0.7478
F -0.2648 -3.4534 1.3043
F -2.0716 -3.5175 2.6437
C 0.9199 1.1623 1.3862
O 0.8521 0.3024 2.2315
H 2.8071 2.9712 2.1885
H 4.2283 2.3068 1.3602
H 3.4025 1.3606 2.5987
H 3.8531 0.4606 -0.4566
H 2.1992 -0.1872 -0.7002
H 3.1188 -0.5490 0.7731
H 2.9459 2.2797 -1.1679
H 0.5476 1.7104 -1.6148
H 0.9002 3.4672 -1.7483
H 0.1552 3.8513 0.5094
H -1.1005 3.0540 -0.4742
H -1.4867 1.4769 2.6849
H -2.2181 2.4432 1.3974
H -0.8286 -0.9340 1.9436
H -3.1940 -2.2396 0.6332
H 0.3624 -1.6316 -0.4827
H 0.9311 -1.7090 -2.9122
H -0.9505 -2.0650 -4.5619
H -3.2769 -2.5007 -3.6860
```

Computed properties:
- ΔE to the lowest compared entry with this formula, charge and spin (kJ/mol) = 0.0
- HOMO level (eV) = -9.016
- strongest force on any atom (eV/Å) = 3.5
- gap between HOMO and LUMO (eV) = 9.66
- E_tot (a.u.) = -1252.1259
- 2S+1 = 1

natural (NBO) charges, unit e, in atom order: atom 1 (C): -0.61, atom 2 (C): 0.03, atom 3 (C): -0.61, atom 4 (N): -0.65, atom 5 (C): -0.21, atom 6 (C): -0.22, atom 7 (N): -0.44, atom 8 (C): -0.30, atom 9 (C): 0.67, atom 10 (O): -0.59, atom 11 (N): -0.65, atom 12 (C): -0.16, atom 13 (C): 0.19, atom 14 (C): -0.24, atom 15 (C): -0.18, atom 16 (C): -0.25, atom 17 (C): 0.03, atom 18 (N): -0.40, atom 19 (C): 0.99, atom 20 (F): -0.32, atom 21 (F): -0.33, atom 22 (F): -0.32, atom 23 (C): 0.71, atom 24 (O): -0.64, atom 25 (H): 0.21, atom 26 (H): 0.22, atom 27 (H): 0.22, atom 28 (H): 0.21, atom 29 (H): 0.20, atom 30 (H): 0.23, atom 31 (H): 0.37, atom 32 (H): 0.17, atom 33 (H): 0.21, atom 34 (H): 0.19, atom 35 (H): 0.22, atom 36 (H): 0.23, atom 37 (H): 0.24, atom 38 (H): 0.44, atom 39 (H): 0.26, atom 40 (H): 0.23, atom 41 (H): 0.22, atom 42 (H): 0.22, atom 43 (H): 0.20

=====

ORCA calculation (the ωB97M-V functional and the def2-TZVPD basis) on an isolated molecule of C15H19NO2S in a non-equilibrium geometry.

```
38
C15H19NO2S the ωB97M-V functional and the def2-TZVPD basis
C -1.1901 -3.4266 -3.3311
C -0.5021 -2.2625 -2.6927
C 0.1254 -1.1603 -3.2059
C 0.7016 -0.1862 -2.5002
C 1.7144 0.7949 -3.2251
C 0.8396 -0.4052 -1.1127
S 1.5426 0.9172 0.0733
O 2.6908 0.1930 0.6795
O 2.0267 2.1357 -0.5813
N 0.2526 1.4014 1.2321
C -1.0823 1.8703 1.1128
C -1.5737 2.0944 2.3822
C -2.9135 2.7285 2.5867
C -0.6476 1.6873 3.2985
C 0.4642 1.3587 2.5729
C 1.7641 1.2366 3.3385
C 0.3353 -1.5852 -0.5189
C 0.2094 -1.9879 0.8721
C -0.3175 -2.4595 -1.3237
H -1.2208 -4.4027 -2.8906
H -0.6768 -3.6841 -4.2302
H -2.2363 -3.0864 -3.5630
H 0.1754 -1.2144 -4.2863
H 1.4677 0.6632 -4.2797
H 2.8331 0.5984 -3.1551
H 1.4727 1.8824 -2.9693
H -1.6613 1.8452 0.1368
H -3.6796 2.1680 1.9890
H -3.1862 2.6119 3.6212
H -2.8380 3.7679 2.3422
H -0.7695 1.8269 4.3714
H 2.3954 2.1005 3.2384
H 1.5021 1.0477 4.2949
H 2.3194 0.3277 3.0052
H -0.0133 -2.9584 1.1188
H -0.5485 -1.3614 1.2920
H 1.1599 -1.7297 1.2868
H -0.9352 -3.3472 -0.9794
```

Computed properties:
- ΔE to the lowest compared entry with this formula, charge and spin (kJ/mol) = 459.7
- HOMO level (eV) = -8.014
- strongest force on any atom (eV/Å) = 5.1
- gap between HOMO and LUMO (eV) = 8.33
- E_tot (a.u.) = -1186.2567
- 2S+1 = 1

natural (NBO) charges, unit e, in atom order: atom 1 (C): -0.64, atom 2 (C): 0.02, atom 3 (C): -0.19, atom 4 (C): -0.02, atom 5 (C): -0.63, atom 6 (C): -0.23, atom 7 (S): 2.18, atom 8 (O): -0.90, atom 9 (O): -0.89, atom 10 (N): -0.57, atom 11 (C): -0.10, atom 12 (C): -0.07, atom 13 (C): -0.62, atom 14 (C): -0.31, atom 15 (C): 0.18, atom 16 (C): -0.63, atom 17 (C): 0.01, atom 18 (C): -0.64, atom 19 (C): -0.20, atom 20 (H): 0.23, atom 21 (H): 0.22, atom 22 (H): 0.23, atom 23 (H): 0.20, atom 24 (H): 0.21, atom 25 (H): 0.24, atom 26 (H): 0.25, atom 27 (H): 0.22, atom 28 (H): 0.22, atom 29 (H): 0.21, atom 30 (H): 0.22, atom 31 (H): 0.22, atom 32 (H): 0.22, atom 33 (H): 0.21, atom 34 (H): 0.23, atom 35 (H): 0.23, atom 36 (H): 0.23, atom 37 (H): 0.24, atom 38 (H): 0.21

=====

Copy entry 1 word for word.
ORCA calculation (the ωB97M-V functional and the def2-TZVPD basis) on an isolated molecule of C15H19F3N4O2 in a non-equilibrium geometry.

```
43
C15H19F3N4O2 the ωB97M-V functional and the def2-TZVPD basis
C 3.2523 2.0641 1.7446
C 2.2954 1.4941 0.6648
C 2.9104 0.2295 0.0297
N 2.2074 2.4325 -0.4846
C 0.8693 2.6222 -1.0757
C -0.1507 2.9149 0.0290
N -0.2393 1.7970 0.9664
C -1.5675 1.5843 1.6028
C -2.2242 0.3153 1.0909
O -3.1319 0.3843 0.3403
N -1.6748 -0.9376 1.3491
C -2.1137 -2.1709 0.6218
C -1.7114 -2.2043 -0.8171
C -0.4069 -1.8783 -1.2340
C -0.1028 -1.8584 -2.5823
C -1.1661 -2.0780 -3.4746
C -2.4408 -2.3446 -3.0183
N -2.7048 -2.3784 -1.7050
C -1.6263 -3.4593 1.3547
F -2.1053 -4.5878 0.7478
F -0.2648 -3.4534 1.3043
F -2.0716 -3.5175 2.6437
C 0.9199 1.1623 1.3862
O 0.8521 0.3024 2.2315
H 2.8071 2.9712 2.1885
H 4.2283 2.3068 1.3602
H 3.4025 1.3606 2.5987
H 3.8531 0.4606 -0.4566
H 2.1992 -0.1872 -0.7002
H 3.1188 -0.5490 0.7731
H 2.9459 2.2797 -1.1679
H 0.5476 1.7104 -1.6148
H 0.9002 3.4672 -1.7483
H 0.1552 3.8513 0.5094
H -1.1005 3.0540 -0.4742
H -1.4867 1.4769 2.6849
H -2.2181 2.4432 1.3974
H -0.8286 -0.9340 1.9436
H -3.1940 -2.2396 0.6332
H 0.3624 -1.6316 -0.4827
H 0.9311 -1.7090 -2.9122
H -0.9505 -2.0650 -4.5619
H -3.2769 -2.5007 -3.6860
```

Computed properties:
- ΔE to the lowest compared entry with this formula, charge and spin (kJ/mol) = 0.0
- HOMO level (eV) = -9.016
- strongest force on any atom (eV/Å) = 3.5
- gap between HOMO and LUMO (eV) = 9.66
- E_tot (a.u.) = -1252.1259
- 2S+1 = 1

natural (NBO) charges, unit e, in atom order: atom 1 (C): -0.61, atom 2 (C): 0.03, atom 3 (C): -0.61, atom 4 (N): -0.65, atom 5 (C): -0.21, atom 6 (C): -0.22, atom 7 (N): -0.44, atom 8 (C): -0.30, atom 9 (C): 0.67, atom 10 (O): -0.59, atom 11 (N): -0.65, atom 12 (C): -0.16, atom 13 (C): 0.19, atom 14 (C): -0.24, atom 15 (C): -0.18, atom 16 (C): -0.25, atom 17 (C): 0.03, atom 18 (N): -0.40, atom 19 (C): 0.99, atom 20 (F): -0.32, atom 21 (F): -0.33, atom 22 (F): -0.32, atom 23 (C): 0.71, atom 24 (O): -0.64, atom 25 (H): 0.21, atom 26 (H): 0.22, atom 27 (H): 0.22, atom 28 (H): 0.21, atom 29 (H): 0.20, atom 30 (H): 0.23, atom 31 (H): 0.37, atom 32 (H): 0.17, atom 33 (H): 0.21, atom 34 (H): 0.19, atom 35 (H): 0.22, atom 36 (H): 0.23, atom 37 (H): 0.24, atom 38 (H): 0.44, atom 39 (H): 0.26, atom 40 (H): 0.23, atom 41 (H): 0.22, atom 42 (H): 0.22, atom 43 (H): 0.20